{"formula": "C22H25F6IMgN4O5S2Se", "method": "ωB97M-V/def2-TZVPD", "mol_weight_da": 833.756, "fmax_ev_per_a": 0.8, "multiplicity": 1, "e_lumo_ev": -1.0, "e_tot_ha": -5743.37157, "total_charge": 0, "elements": ["Mg", "I", "C", "C", "C", "C", "C", "C", "C", "C", "C", "C", "H", "H", "H", "H", "H", "H", "C", "C", "N", "C", "C", "N", "C", "C", "H", "H", "H", "H", "H", "H", "H", "H", "H", "H", "H", "H", "H", "F", "C", "F", "F", "S", "O", "O", "N", "S", "O", "O", "C", "F", "F", "F", "C", "C", "C", "O", "H", "H", "H", "H", "H", "H", "Se", "C", "N"], "coordinates": [[1.5420, 0.4015, 0.7318], [1.1174, -2.8635, 1.3984], [0.1084, -2.0474, 3.0530], [-0.0378, -2.8946, 4.1161], [-0.8414, -2.5220, 5.2099], [-1.5242, -1.3433, 5.1670], [-1.3842, -0.4618, 4.0689], [-2.1431, 0.7362, 4.0343], [-1.9964, 1.6027, 2.9946], [-1.0397, 1.3274, 1.9890], [-0.2537, 0.1934, 1.9454], [-0.4946, -0.7579, 2.9939], [0.4525, -3.8580, 4.1163], [-0.9292, -3.1873, 6.0585], [-2.1821, -1.0549, 5.9788], [-2.8235, 0.9435, 4.8521], [-2.5689, 2.5231, 2.9587], [-0.9138, 2.0955, 1.2300], [-3.3085, -0.0429, -1.9099], [-1.9411, 0.2411, -1.2398], [-1.4149, -0.9815, -0.6581], [-1.1492, -1.9620, -1.6886], [-2.4569, -2.2905, -2.4545], [-3.5600, -1.5213, -1.7814], [-3.6591, -1.9094, -0.3273], [-2.3214, -1.5072, 0.3439], [-3.3239, 0.1897, -2.9741], [-4.1429, 0.4612, -1.4239], [-2.0507, 0.9794, -0.4472], [-1.2338, 0.6352, -1.9604], [-0.7454, -2.8595, -1.2196], [-0.3948, -1.5662, -2.3682], [-2.7316, -3.3435, -2.4088], [-2.4421, -1.9705, -3.4956], [-4.4398, -1.7446, -2.2385], [-3.8489, -2.9820, -0.3043], [-4.5228, -1.3866, 0.0811], [-1.8604, -2.3690, 0.8271], [-2.4702, -0.7426, 1.1066], [-0.7221, 4.1711, -0.4000], [0.5545, 4.2699, -0.0411], [0.6235, 4.3271, 1.2818], [1.0700, 5.3741, -0.5558], [1.5025, 2.7688, -0.6333], [0.5080, 1.7367, -0.8641], [2.3427, 2.3888, 0.4865], [2.3647, 3.1709, -1.8519], [1.6660, 3.5059, -3.2546], [2.6038, 4.2114, -4.0564], [0.3110, 3.9421, -3.1195], [1.5340, 1.8290, -4.0766], [2.4348, 0.9729, -3.5886], [0.3188, 1.2925, -3.9063], [1.7420, 1.9558, -5.3826], [4.5491, 0.2361, -0.8839], [3.4542, -0.6464, -1.3830], [3.7774, -1.6437, -2.4504], [2.3115, -0.5713, -0.9446], [5.5248, -0.0811, -1.2440], [4.5264, 0.2614, 0.2071], [4.3513, 1.2513, -1.2413], [4.1852, -1.1227, -3.3186], [2.8956, -2.2145, -2.7293], [4.5628, -2.3091, -2.0859], [4.3040, -0.7732, 4.6175], [3.5609, -0.3516, 3.0492], [3.0727, -0.1119, 2.0146]], "forces_ev_per_angstrom": [[-0.09, -0.57, 0.55], [0.04, 0.04, 0.00], [-0.05, -0.16, 0.08], [0.04, -0.02, -0.05], [-0.03, 0.06, 0.00], [0.03, -0.06, 0.02], [-0.04, 0.01, 0.01], [0.00, 0.02, -0.04], [-0.04, -0.03, 0.04], [0.07, 0.08, -0.01], [0.25, 0.17, -0.01], [-0.02, 0.07, -0.01], [0.01, 0.00, 0.00], [0.00, 0.00, 0.00], [0.00, -0.01, 0.00], [0.00, 0.01, 0.00], [-0.01, -0.01, 0.01], [0.01, 0.00, 0.01], [-0.03, -0.01, 0.00], [-0.17, -0.03, 0.12], [0.18, 0.08, -0.16], [0.00, -0.07, 0.00], [-0.04, -0.01, 0.00], [-0.03, 0.00, 0.02], [0.01, 0.00, -0.04], [-0.08, -0.02, 0.01], [0.00, 0.02, 0.01], [0.01, 0.01, 0.01], [0.02, 0.00, -0.02], [0.06, 0.01, -0.07], [0.00, 0.02, 0.00], [-0.01, 0.01, -0.02], [0.02, 0.00, -0.01], [0.02, -0.01, 0.00], [0.00, 0.00, 0.00], [0.00, 0.00, 0.02], [0.01, 0.00, 0.01], [-0.01, 0.02, -0.02], [-0.07, -0.05, -0.05], [0.02, -0.01, 0.02], [-0.11, 0.07, -0.04], [0.00, -0.01, -0.01], [0.06, 0.05, 0.01], [-0.03, -0.09, 0.04], [-0.30, -0.05, -0.19], [0.30, 0.15, 0.01], [-0.08, 0.14, -0.09], [0.27, -0.19, 0.06], [0.01, 0.06, -0.12], [-0.15, 0.10, -0.01], [-0.06, 0.07, -0.04], [0.07, -0.05, -0.03], [0.03, -0.01, 0.09], [-0.01, 0.02, -0.02], [0.01, 0.04, -0.05], [0.09, -0.07, 0.02], [-0.02, 0.03, 0.01], [-0.04, 0.12, 0.04], [0.00, -0.01, 0.00], [-0.01, 0.01, -0.02], [-0.01, 0.01, 0.01], [0.00, 0.01, -0.01], [0.00, 0.00, -0.01], [-0.01, -0.01, 0.02], [-0.10, 0.06, -0.24], [0.13, -0.17, 0.21], [-0.11, 0.18, -0.06]]}

{"formula": "C22H25IIrN9OPS3", "method": "ωB97M-V/def2-TZVPD", "mol_weight_da": 877.800, "fmax_ev_per_a": 0.6, "multiplicity": 2, "e_lumo_ev": [-5.8, -7.0], "s_squared": 0.76, "e_tot_ha": -3358.92272, "total_charge": 2, "elements": ["Ir", "C", "N", "C", "C", "N", "C", "P", "C", "N", "C", "C", "N", "C", "C", "N", "C", "C", "N", "C", "H", "H", "H", "H", "H", "H", "H", "H", "H", "H", "H", "H", "H", "H", "H", "S", "C", "S", "S", "N", "C", "O", "C", "I", "H", "H", "H", "H", "N", "C", "N", "C", "C", "C", "C", "C", "C", "H", "H", "H", "H", "H", "H"], "coordinates": [[-0.1937, -0.4332, -0.4978], [-1.0803, 0.8218, 4.7826], [-0.5816, 0.0665, 3.6330], [0.0557, -1.1392, 3.6966], [0.3397, -1.5030, 2.4168], [-0.1186, -0.5259, 1.5713], [-0.6799, 0.4163, 2.3351], [-1.5769, 1.8814, 1.7353], [-2.6514, 0.9468, 0.6063], [-2.2059, 0.0288, -0.2453], [-3.2837, -0.4481, -0.9345], [-4.3996, 0.1940, -0.4820], [-3.9900, 1.0675, 0.4848], [-4.8577, 1.9766, 1.2329], [-0.3408, 2.3718, 0.5004], [0.2165, 1.5477, -0.3843], [1.1083, 2.2694, -1.1238], [1.0844, 3.5569, -0.6761], [0.1755, 3.6076, 0.3411], [-0.1721, 4.8042, 1.1085], [-0.8543, 0.2574, 5.6819], [-0.5891, 1.7902, 4.8403], [-2.1574, 0.9543, 4.7111], [0.2656, -1.6291, 4.6313], [0.8756, -2.3679, 2.0744], [-3.1879, -1.2153, -1.6839], [-5.4351, 0.0946, -0.7575], [-5.8828, 1.8042, 0.9199], [-4.7782, 1.7820, 2.2998], [-4.5932, 3.0104, 1.0228], [1.7044, 1.8285, -1.9010], [1.6406, 4.4232, -0.9890], [0.4904, 5.6079, 0.8024], [-1.2007, 5.0958, 0.9090], [-0.0355, 4.6213, 2.1714], [-4.4672, -4.7848, -1.9204], [-2.9274, -4.2001, -1.7368], [-2.4246, -3.4900, -3.1560], [-2.1362, -4.2796, -0.1946], [-0.7368, -0.9247, -4.6385], [-0.0739, -0.8875, -3.4955], [-0.5637, -0.2371, -2.5382], [1.2416, -1.5993, -3.4061], [-0.0891, -3.0868, -0.6521], [-1.6312, -0.4641, -4.7151], [-0.3561, -1.3803, -5.4512], [1.7377, -1.5335, -4.3775], [1.0717, -2.6610, -3.2146], [3.4316, -1.6721, -2.3244], [2.1680, -0.9770, -2.3662], [1.7163, -1.0339, -0.9754], [2.8985, -1.1110, -0.2072], [3.1562, -0.8068, 1.1134], [4.4429, -1.0286, 1.6160], [5.4486, -1.5166, 0.8022], [5.2103, -1.7681, -0.5512], [3.9414, -1.5477, -1.0337], [4.0357, -1.6961, -3.1272], [2.2963, 0.0812, -2.6903], [2.4044, -0.3689, 1.7514], [4.6528, -0.7969, 2.6514], [6.4384, -1.6797, 1.2053], [6.0037, -2.1138, -1.2008]], "forces_ev_per_angstrom": [[0.02, -0.03, 0.12], [0.01, 0.01, 0.01], [-0.02, -0.02, 0.00], [0.01, 0.01, 0.00], [0.03, 0.01, -0.03], [0.03, 0.01, -0.13], [-0.01, 0.00, -0.01], [-0.01, -0.06, 0.03], [0.00, 0.08, -0.05], [-0.02, 0.04, 0.06], [-0.01, -0.05, 0.04], [0.00, -0.02, 0.01], [0.00, 0.02, -0.01], [0.00, -0.01, 0.01], [0.00, 0.03, -0.04], [0.01, 0.02, -0.05], [0.00, 0.02, 0.02], [0.02, -0.01, -0.01], [-0.01, -0.01, 0.02], [0.00, 0.00, 0.00], [0.00, 0.00, 0.00], [0.00, 0.00, 0.00], [0.00, 0.00, 0.00], [0.00, 0.00, 0.00], [0.00, -0.01, -0.03], [0.00, -0.01, -0.05], [0.00, 0.00, -0.01], [0.00, 0.00, 0.00], [0.00, 0.00, 0.00], [0.00, 0.00, 0.00], [-0.01, 0.01, 0.00], [-0.01, 0.00, 0.00], [0.00, 0.00, 0.00], [0.00, 0.00, 0.00], [0.00, 0.00, 0.00], [0.02, -0.11, -0.01], [-0.12, 0.26, 0.05], [0.04, -0.08, 0.02], [-0.05, 0.03, -0.03], [0.06, 0.10, -0.04], [0.04, 0.03, -0.01], [-0.07, -0.05, 0.11], [0.03, 0.05, -0.03], [0.16, -0.12, -0.01], [-0.01, -0.01, 0.01], [0.00, 0.00, 0.00], [-0.02, -0.03, -0.01], [0.01, 0.03, 0.03], [-0.19, -0.57, 0.00], [-0.06, 0.13, -0.16], [-0.24, -0.36, 0.04], [0.08, 0.28, 0.02], [0.02, 0.02, 0.05], [-0.02, 0.00, -0.01], [0.00, 0.00, -0.02], [0.00, -0.02, 0.02], [0.10, 0.20, 0.00], [0.06, 0.20, 0.00], [0.11, 0.01, 0.11], [-0.02, -0.01, -0.01], [0.01, 0.00, 0.00], [0.00, 0.00, 0.00], [0.00, 0.00, 0.00]]}

{"formula": "C22H25N3O3", "method": "ωB97M-V/def2-TZVPD", "mol_weight_da": 379.460, "fmax_ev_per_a": 1.5, "multiplicity": 1, "e_lumo_ev": -0.1, "smiles": "CC(C)(CO)CNC(=O)CCc1nnc(-c2ccc(-c3ccccc3)cc2)o1", "e_tot_ha": -1243.35956, "total_charge": 0, "elements": ["C", "C", "C", "C", "O", "C", "N", "C", "O", "C", "C", "C", "N", "N", "C", "C", "C", "C", "C", "C", "C", "C", "C", "C", "C", "C", "C", "O", "H", "H", "H", "H", "H", "H", "H", "H", "H", "H", "H", "H", "H", "H", "H", "H", "H", "H", "H", "H", "H", "H", "H", "H", "H"], "coordinates": [[2.8927, -3.2797, -0.7254], [2.7737, -4.0454, -2.0436], [3.7065, -5.2574, -2.0377], [3.1699, -3.1176, -3.2149], [3.0662, -3.7151, -4.4754], [1.3294, -4.5556, -2.2300], [0.3499, -3.4987, -2.3418], [-0.0746, -3.0492, -3.5280], [0.2689, -3.5340, -4.5961], [-1.0478, -1.8720, -3.5035], [-2.0114, -1.8038, -2.3084], [-1.4083, -1.1396, -1.1277], [-0.3839, -1.5303, -0.4368], [-0.1679, -0.6173, 0.5262], [-1.0758, 0.3020, 0.3872], [-1.2423, 1.4860, 1.1925], [-0.3653, 1.7234, 2.2518], [-0.5118, 2.8552, 3.0235], [-1.5327, 3.7717, 2.7643], [-1.6825, 4.9787, 3.5883], [-2.9448, 5.4193, 3.9808], [-3.0827, 6.5545, 4.7575], [-1.9640, 7.2720, 5.1471], [-0.7049, 6.8448, 4.7596], [-0.5635, 5.7053, 3.9900], [-2.4063, 3.5219, 1.7059], [-2.2653, 2.3947, 0.9244], [-1.8999, 0.0225, -0.6570], [2.2195, -2.4266, -0.6972], [3.9087, -2.9150, -0.5937], [2.6528, -3.9323, 0.1110], [3.7212, -5.7149, -3.0237], [3.3790, -5.9955, -1.3089], [4.7192, -4.9501, -1.7889], [4.2222, -2.8411, -3.0986], [2.5722, -2.1947, -3.1658], [2.1221, -3.7906, -4.7070], [1.2719, -5.1586, -3.1398], [1.0577, -5.1803, -1.3750], [0.1550, -2.9643, -1.4999], [-1.6245, -1.9372, -4.4277], [-0.4527, -0.9561, -3.5598], [-2.8960, -1.2290, -2.5882], [-2.3251, -2.8137, -2.0343], [0.4169, 1.0073, 2.4474], [0.1583, 3.0281, 3.8522], [-3.8197, 4.8538, 3.6950], [-4.0666, 6.8807, 5.0610], [-2.0731, 8.1606, 5.7508], [0.1705, 7.4031, 5.0573], [0.4196, 5.3869, 3.6753], [-3.1892, 4.2316, 1.4835], [-2.9413, 2.2118, 0.1024]], "forces_ev_per_angstrom": [[-0.02, -0.09, -0.34], [0.04, 0.00, -0.15], [-0.23, 0.19, -0.09], [-0.08, 0.03, 0.40], [-0.12, -0.28, -0.38], [0.34, -0.13, -0.15], [0.05, -0.11, 0.23], [-0.36, 0.28, 0.25], [0.09, -0.04, -0.46], [-0.04, -0.09, -0.17], [-0.02, 0.16, -0.14], [0.34, -0.37, 0.27], [-0.65, -0.58, -0.97], [-0.06, 1.16, 0.89], [0.63, -0.80, -0.04], [-0.29, 0.56, 0.17], [-0.11, -0.10, -0.23], [-0.10, 0.08, -0.03], [0.00, -0.27, -0.22], [-0.03, 0.27, 0.18], [0.08, -0.06, -0.04], [-0.06, 0.08, 0.02], [-0.01, 0.05, 0.04], [0.04, 0.06, 0.07], [-0.07, -0.07, -0.05], [0.07, 0.08, 0.14], [0.14, -0.24, 0.00], [-0.06, 0.18, 0.08], [-0.08, 0.15, 0.05], [0.13, 0.06, 0.06], [-0.02, -0.06, 0.15], [0.02, -0.10, -0.07], [0.00, -0.12, 0.12], [0.15, 0.01, 0.05], [-0.07, 0.06, 0.12], [0.07, -0.01, 0.03], [0.12, 0.08, 0.05], [-0.02, -0.02, 0.16], [0.05, -0.04, -0.05], [0.02, 0.02, -0.09], [0.12, -0.02, 0.05], [-0.03, -0.01, -0.05], [0.02, -0.11, 0.02], [-0.08, 0.09, 0.02], [0.09, -0.05, 0.06], [0.06, 0.01, 0.08], [-0.07, -0.06, -0.03], [-0.07, 0.02, 0.03], [-0.01, 0.07, 0.05], [0.07, 0.05, 0.01], [0.09, -0.03, -0.03], [-0.06, 0.07, -0.02], [-0.05, 0.01, -0.06]]}

{"formula": "C22H25N3O4", "method": "ωB97M-V/def2-TZVPD", "mol_weight_da": 395.459, "fmax_ev_per_a": 0.7, "multiplicity": 1, "e_lumo_ev": -0.2, "smiles": "COc1ccc(NC(=O)N(CCO)Cc2cc3c(C)cc(C)cc3[nH]c2=O)cc1", "e_tot_ha": -1318.62866, "total_charge": 0, "elements": ["C", "O", "C", "C", "C", "C", "N", "C", "O", "N", "C", "C", "O", "C", "C", "C", "C", "C", "C", "C", "C", "C", "C", "C", "N", "C", "O", "C", "C", "H", "H", "H", "H", "H", "H", "H", "H", "H", "H", "H", "H", "H", "H", "H", "H", "H", "H", "H", "H", "H", "H", "H", "H", "H"], "coordinates": [[-7.5882, 0.7040, 1.4560], [-6.7957, -0.2066, 0.7379], [-5.5367, 0.1840, 0.3660], [-4.9666, 1.4187, 0.6440], [-3.6799, 1.7113, 0.2221], [-2.9386, 0.7734, -0.4836], [-1.6377, 0.9914, -0.9492], [-0.8331, 2.0610, -0.6899], [-1.1562, 3.0248, -0.0174], [0.4209, 2.0177, -1.2664], [1.3013, 3.1324, -0.9645], [1.0492, 4.3214, -1.9043], [1.2724, 3.9961, -3.2575], [0.9473, 0.9291, -2.0688], [1.4001, -0.2480, -1.2334], [2.5326, -0.2277, -0.4919], [2.9408, -1.3348, 0.3091], [4.1064, -1.3381, 1.1063], [4.9951, -0.1341, 1.1646], [4.4125, -2.4661, 1.8340], [3.6080, -3.6115, 1.8118], [3.9955, -4.8033, 2.6283], [2.4681, -3.6127, 1.0364], [2.1287, -2.4852, 0.2887], [0.9965, -2.4764, -0.4796], [0.5488, -1.4275, -1.2360], [-0.5048, -1.5214, -1.8575], [-3.5145, -0.4674, -0.7645], [-4.7931, -0.7575, -0.3463], [-7.7796, 1.6152, 0.8793], [-8.5317, 0.1924, 1.6421], [-7.1283, 0.9721, 2.4134], [-5.5103, 2.1728, 1.1910], [-3.2469, 2.6710, 0.4477], [-1.2675, 0.1919, -1.4515], [1.1127, 3.4598, 0.0608], [2.3367, 2.8040, -1.0595], [1.7493, 5.1254, -1.6679], [0.0263, 4.6827, -1.7510], [0.5906, 3.3723, -3.5306], [0.1952, 0.5831, -2.7859], [1.7962, 1.3197, -2.6356], [3.1559, 0.6532, -0.5032], [5.8319, -0.3132, 1.8343], [5.3903, 0.1015, 0.1774], [4.4443, 0.7327, 1.5271], [5.3022, -2.4749, 2.4469], [3.2901, -5.6185, 2.4924], [4.9887, -5.1482, 2.3447], [4.0259, -4.5406, 3.6849], [1.8276, -4.4822, 1.0029], [0.4092, -3.3028, -0.4807], [-2.9446, -1.2025, -1.3139], [-5.2436, -1.7139, -0.5599]], "forces_ev_per_angstrom": [[-0.10, 0.12, 0.09], [0.24, -0.16, -0.17], [0.05, -0.03, -0.02], [-0.38, -0.22, 0.06], [0.24, 0.06, -0.07], [-0.39, 0.19, 0.26], [0.29, -0.25, -0.26], [0.12, -0.15, -0.23], [-0.22, 0.25, 0.26], [0.16, 0.17, -0.19], [-0.18, 0.58, -0.07], [0.02, -0.11, 0.55], [0.06, -0.24, -0.40], [-0.08, -0.22, 0.08], [0.25, 0.15, -0.05], [-0.38, -0.05, -0.26], [-0.11, -0.51, 0.17], [-0.08, -0.21, 0.04], [-0.03, -0.02, -0.02], [-0.01, 0.12, -0.06], [-0.22, 0.08, -0.19], [-0.01, -0.01, 0.01], [0.12, -0.03, 0.09], [0.58, 0.38, 0.21], [-0.26, -0.25, -0.06], [0.18, -0.14, 0.15], [-0.25, -0.06, -0.20], [-0.01, 0.08, 0.04], [-0.18, 0.13, 0.13], [0.02, -0.02, 0.03], [0.04, 0.08, 0.02], [-0.01, 0.01, -0.04], [-0.07, 0.04, 0.05], [0.01, 0.01, 0.00], [0.11, 0.10, 0.00], [0.13, -0.04, -0.07], [0.00, -0.02, -0.01], [-0.07, 0.00, 0.04], [0.11, 0.00, 0.05], [0.00, 0.08, 0.00], [0.16, 0.06, 0.02], [-0.16, -0.03, 0.03], [0.07, 0.14, -0.03], [0.05, 0.03, 0.02], [0.06, 0.09, -0.05], [0.03, 0.12, 0.01], [0.12, 0.04, 0.07], [-0.01, -0.09, 0.03], [0.05, -0.07, 0.01], [0.01, -0.04, 0.08], [-0.07, -0.13, 0.01], [0.03, 0.19, -0.06], [0.05, -0.09, -0.05], [-0.04, -0.12, -0.04]]}